Entry 1:
This record from the OMol25 dataset describes C51H35F3IN7O9SSbZr as an isolated structure. The level of theory is the ωB97M-V functional and the def2-TZVPD basis.

Summary:
Charge: -1
ΔE to the lowest compared entry with this formula, charge and spin in kJ/mol: 207.3
HOMO in eV: -4.1
Total energy in eV: -117220.46967
Max |F| in eV/Å: 4.78
HOMO-LUMO gap in eV: 4.674

Last column: Mulliken charge in e.
Geometry (Å):
Zr: -0.2015 0.1545 0.4297  -1.917
C: 2.0389 -1.0502 -3.6987  -0.458
C: 3.2671 -1.2365 -3.0571  -1.153
C: 3.2967 -1.5249 -1.7147  -0.825
C: 2.1236 -1.6657 -0.9489  0.933
C: 0.8570 -1.5028 -1.6058  0.937
C: 0.8733 -1.1690 -2.9922  -0.589
C: 2.2359 -1.9119 0.4739  0.964
C: 3.4257 -2.5323 0.9586  -1.101
C: 3.6494 -2.6913 2.2861  -1.347
C: 2.6650 -2.2581 3.2049  1.003
C: 2.8450 -2.3445 4.5955  -0.827
C: 1.8414 -1.9859 5.4554  -1.055
C: 0.6051 -1.5895 4.9353  -0.251
C: 0.4045 -1.4894 3.5820  0.570
C: 1.4471 -1.7533 2.6649  -0.363
N: 1.2526 -1.5587 1.3259  0.862
H: 2.0112 -0.8086 -4.7507  0.416
H: 4.1857 -1.1395 -3.6151  0.384
H: 4.2608 -1.6008 -1.2374  0.356
H: -0.0746 -1.1080 -3.5159  0.745
H: 4.1425 -2.9042 0.2475  0.645
H: 4.5523 -3.1584 2.6541  0.443
H: 3.7902 -2.7080 4.9736  0.430
H: 1.9897 -2.0262 6.5234  0.402
H: -0.2084 -1.3687 5.6115  0.565
H: -0.5603 -1.1797 3.2114  -0.265
N: -3.8480 4.1766 5.8843  -0.566
C: -3.5531 3.7152 4.6282  0.928
C: -2.3665 4.0967 3.9925  -0.842
C: -2.0548 3.5966 2.7460  -0.228
C: -2.9262 2.7279 2.1066  -0.577
C: -4.1580 2.4339 2.6681  -0.614
C: -4.4601 2.9144 3.9243  -0.995
S: -2.3867 2.0413 0.5618  1.746
O: -3.1835 2.5361 -0.5239  -0.912
O: -0.9514 2.3749 0.4532  0.428
N: -2.3110 0.4346 0.4651  -0.322
C: -2.8055 -0.4650 1.3248  0.004
N: -3.9801 -0.2920 1.9326  -0.353
C: -4.4254 -1.2831 2.6767  -0.447
C: -3.7438 -2.4815 2.8243  -1.135
C: -2.5131 -2.5540 2.1917  0.086
N: -2.0253 -1.5623 1.4636  0.188
H: -3.0516 4.4577 6.4344  0.242
H: -4.5286 3.6394 6.3971  0.219
H: -1.6776 4.7498 4.5064  0.348
H: -1.1276 3.8585 2.2581  0.514
H: -4.8469 1.8015 2.1358  0.653
H: -5.4021 2.6589 4.3847  0.355
H: -5.3726 -1.1043 3.1661  0.469
H: -4.1365 -3.2961 3.4070  0.426
H: -1.8743 -3.4237 2.2879  0.520
O: 1.6610 3.1509 -0.0066  -0.597
C: 1.5830 2.1739 0.7150  0.134
O: 1.5661 0.9564 0.2674  -0.311
C: 1.4866 2.3484 2.2122  0.428
C: 2.2527 3.2813 2.8770  -0.363
C: 2.0110 3.5630 4.2273  -0.862
C: 0.9301 2.9886 4.8851  -0.376
C: 0.1320 2.0580 4.2252  -0.534
C: 0.4276 1.6609 2.8832  0.430
O: -0.2723 0.7584 2.3041  1.671
N: -1.0228 1.5652 4.8620  1.321
O: -1.2881 1.9962 5.9905  -0.818
O: -1.7563 0.7601 4.2775  -0.394
N: 2.8446 4.4831 4.9242  1.028
O: 2.4891 4.8599 6.0323  -0.646
O: 3.8787 4.8461 4.3841  -0.638
H: 3.0381 3.8103 2.3549  0.749
H: 0.6963 3.2684 5.9011  0.678
F: -2.6307 0.2059 -7.9727  -0.378
C: -2.1720 0.5310 -6.7400  0.187
C: -0.9420 1.1514 -6.6313  -0.669
C: -0.4798 1.4951 -5.3738  -0.603
C: -1.2337 1.2391 -4.2411  0.531
C: -2.4566 0.5937 -4.3834  -0.409
C: -2.9392 0.2348 -5.6302  -0.810
Sb: -0.5525 1.6814 -2.2026  1.282
C: 1.3051 2.5665 -2.9061  0.777
C: 2.5161 1.9698 -2.5945  -0.290
C: 3.7036 2.4883 -3.0805  -0.796
C: 3.6597 3.6223 -3.8671  -0.046
F: 4.8160 4.1299 -4.3619  -0.384
C: 2.4702 4.2572 -4.1677  -0.789
C: 1.2923 3.7178 -3.6838  -0.801
C: -1.4376 3.6662 -2.2753  0.143
C: -2.5104 3.9661 -3.1041  -0.474
C: -3.0575 5.2379 -3.1196  -0.801
C: -2.5245 6.2003 -2.2839  0.185
F: -3.0562 7.4501 -2.2984  -0.378
C: -1.4595 5.9288 -1.4458  -0.791
C: -0.9127 4.6568 -1.4516  0.221
H: -0.3586 1.3511 -7.5170  0.460
H: 0.4829 1.9678 -5.2696  0.386
H: -3.0418 0.3597 -3.5010  0.490
H: -3.8761 -0.2865 -5.7450  0.507
H: 2.5403 1.1055 -1.9453  0.141
H: 4.6527 2.0304 -2.8521  0.513
H: 2.4721 5.1547 -4.7661  0.469
H: 0.3498 4.1960 -3.9171  0.610
H: -2.9261 3.1963 -3.7405  0.442
H: -3.8860 5.4882 -3.7657  0.437
H: -1.0748 6.7058 -0.8037  0.512
H: -0.0670 4.4333 -0.8147  0.379
I: -2.7166 -3.0416 -3.7224  -0.786
C: -0.3915 -1.6863 -0.9531  -1.048
H: -0.4235 -2.4651 -0.1871  0.415
H: -1.2398 -1.7377 -1.6402  -0.375



Entry 2:
This record from the OMol25 dataset describes a 3-piece molecular cluster, C19H32Br4F2N2O8S2 overall. The level of theory is the ωB97M-V functional and the def2-TZVPD basis.

Summary:
HOMO in eV: -9.2
Total energy in eV: -346851.91541
Max |F| in eV/Å: 6.46
HOMO-LUMO gap in eV: 9.114
Structure (SMILES): CC[C@@H](F)[C@@]1(S(=O)(=O)F)C(=O)O[C@](CCCN)(COCOCCO)[C@]1(S)N=C=O.BrCCBr.BrCCBr

Last column: Mulliken charge in e.
Geometry (Å):
C: 3.5426 0.2384 -0.0128  -0.017
C: 3.6387 -1.3542 0.1710  -0.965
C: 2.4823 -2.1366 -0.5999  0.583
F: 3.1269 -3.0992 -1.4240  -0.462
C: 1.3591 -2.7399 0.3518  0.852
S: 2.0996 -4.2329 1.1352  1.377
O: 1.7548 -4.2205 2.5605  -0.624
O: 1.4693 -5.4237 0.5625  -0.575
F: 3.7281 -4.2709 1.0616  -0.227
C: 1.0953 -1.4787 1.3324  -0.316
O: 1.5016 -1.2824 2.4259  -0.502
O: 0.2960 -0.6381 0.5325  -0.161
C: -0.6982 -1.3242 -0.3314  0.943
C: -0.7104 -0.6646 -1.7601  -0.850
C: -1.1161 0.8630 -1.7866  -1.323
C: 0.0032 1.8501 -1.2353  0.673
N: -0.5486 2.4484 0.0316  -0.752
C: -2.0408 -0.9555 0.4043  -1.522
O: -3.1156 -1.4825 -0.4179  -0.383
C: -4.0660 -2.1807 0.3757  -0.011
O: -5.3393 -2.2994 -0.2845  -0.381
C: -6.3977 -2.3317 0.6871  -0.293
C: -7.0329 -0.8706 0.9270  -0.394
O: -6.1970 0.1838 0.4339  -0.492
C: -0.1535 -2.8321 -0.1915  0.721
S: 0.0623 -3.5003 -1.9532  -0.317
N: -1.0620 -3.8644 0.3516  -0.711
C: -1.1965 -3.8395 1.5924  0.600
O: -1.3493 -3.6425 2.7233  -0.420
H: 2.7799 0.7012 0.6686  0.179
H: 3.3657 0.4490 -1.1118  -0.563
H: 4.5672 0.6557 0.2250  0.394
H: 3.7592 -1.6644 1.2428  0.252
H: 4.6125 -1.6317 -0.3406  0.539
H: 2.0360 -1.3767 -1.3130  -0.004
H: -1.5033 -1.2132 -2.3542  0.475
H: 0.2810 -0.7319 -2.3059  0.502
H: -1.2396 1.1310 -2.8848  0.367
H: -2.1220 1.0853 -1.3260  0.506
H: 0.9422 1.3018 -0.9079  -0.632
H: 0.2365 2.6991 -1.9306  0.636
H: 0.0339 3.2378 0.3249  0.052
H: -0.5512 1.7510 0.7815  0.273
H: -2.1170 -1.3802 1.4560  0.464
H: -2.1857 0.1599 0.5475  0.363
H: -3.7074 -3.2476 0.5449  0.010
H: -4.2744 -1.6462 1.3560  0.358
H: -6.0682 -2.8051 1.6628  0.279
H: -7.2647 -2.9710 0.3323  0.343
H: -8.0352 -0.7836 0.4054  0.263
H: -7.2338 -0.7177 2.0231  0.273
H: -6.2541 0.1597 -0.5371  0.302
H: -0.5269 -4.7397 -1.9458  0.213
Br: 6.0870 3.0581 -0.8604  -0.137
C: 5.8886 2.4437 -2.6986  -0.616
C: 4.6259 2.9809 -3.3224  -0.643
Br: 3.0532 2.0161 -2.6914  0.021
H: 5.9277 1.3562 -2.6762  0.357
H: 6.7662 2.8240 -3.2212  0.371
H: 4.6368 2.8297 -4.4019  0.356
H: 4.4571 4.0347 -3.1097  0.389
Br: 1.1118 7.7678 2.6705  -0.143
C: 0.0227 6.1847 2.3510  -0.540
C: 0.6650 4.9508 2.9310  -0.671
Br: 2.1367 4.3262 1.8168  -0.104
H: -0.1366 6.1208 1.2763  0.344
H: -0.9278 6.3896 2.8434  0.378
H: -0.0449 4.1234 2.9537  0.305
H: 1.0676 5.1049 3.9301  0.438



Entry 3:
This record from the OMol25 dataset describes an isolated ion of composition C2H5NO and charge +1. The level of theory is the ωB97M-V functional and the def2-TZVPD basis.

Summary:
⟨S²⟩: 0.779
Charge: +1
ΔE to the lowest compared entry with this formula, charge and spin in kJ/mol: 83.1
HOMO (spin up / spin down) in eV: -18.1 / -17.3
Total energy in eV: -5682.62030
Max |F| in eV/Å: 2.09
Multiplicity: 2
HOMO-LUMO gap (spin up / spin down) in eV: 13.112 / 7.354

Last column: Mulliken charge in e.
Geometry (Å):
C: 0.3550 0.2157 0.9070  0.186
N: 0.4556 -0.6679 -0.1554  -0.010
C: -0.3525 -0.4520 -1.3371  -0.728
O: -0.5256 1.0423 0.9233  -0.178
H: 1.1741 0.2414 1.6400  0.380
H: 1.4271 -0.9760 -0.2472  0.338
H: -1.4017 -0.3738 -1.0572  0.340
H: -0.2090 -1.3676 -1.9231  0.322
H: -0.0917 0.3327 -2.0493  0.350



Entry 4:
This record from the OMol25 dataset describes a 2-piece molecular cluster, C2HF4NO overall. The level of theory is the ωB97M-V functional and the def2-TZVPD basis.

Summary:
⟨S²⟩: 2.007
ΔE to the lowest compared entry with this formula, charge and spin in kJ/mol: 0.0
HOMO (spin up / spin down) in eV: -9.6 / -12.9
Total energy in eV: -16493.11892
Max |F| in eV/Å: 4.32
Multiplicity: 3
HOMO-LUMO gap (spin up / spin down) in eV: 10.339 / 9.067

Last column: Mulliken charge in e.
Geometry (Å):
C: 0.6638 0.8650 -1.8700  0.428
C: -1.3147 0.5677 0.3697  0.865
N: 0.0147 0.1891 0.2030  -0.403
O: 1.3066 1.6052 -2.5411  -0.333
F: -0.1837 -0.0845 -2.2930  -0.139
F: -1.7976 0.4650 1.6690  -0.230
F: -1.6651 1.8625 -0.0315  -0.257
F: -2.1893 -0.0708 -0.4376  -0.223
H: 0.5903 0.7599 0.8080  0.292



Entry 5:
This record from the OMol25 dataset describes C9H13AuO4P as an isolated structure. The level of theory is the ωB97M-V functional and the def2-TZVPD basis.

Summary:
⟨S²⟩: 2.007
Charge: +3
ΔE to the lowest compared entry with this formula, charge and spin in kJ/mol: 0.0
HOMO (spin up / spin down) in eV: -19.6 / -19.5
Total energy in eV: -30678.54379
Max |F| in eV/Å: 5.04
Multiplicity: 3
HOMO-LUMO gap (spin up / spin down) in eV: 8.496 / 4.267

Last column: Mulliken charge in e.
Geometry (Å):
Au: -0.5591 0.0958 -0.0468  0.946
O: -1.5059 -2.7801 1.1821  -0.045
C: -1.3699 -1.7691 0.6825  0.160
C: 0.0847 1.9293 -0.8988  0.175
O: 0.7212 2.8397 -1.1945  -0.073
C: -1.3145 1.0762 1.6283  0.187
O: -1.6125 1.6044 2.5966  -0.085
C: 0.0864 -0.9400 -1.8426  0.168
O: 0.6011 -1.5288 -2.6655  -0.059
C: -5.0656 0.4749 -2.3478  -0.160
H: -4.9832 -0.4625 -2.9126  0.327
H: -5.6174 0.4376 -1.3999  0.329
C: -4.5757 1.6312 -2.8310  -0.156
H: -4.7093 2.5793 -2.2947  0.328
H: -4.0759 1.6783 -3.8070  0.326
C: 2.6118 -0.0478 2.7118  -1.162
P: 1.7523 -0.2650 1.0940  0.672
C: 2.9900 0.5517 0.0556  -1.216
C: 2.0296 -2.0423 0.9011  -1.188
H: 2.6724 1.0068 3.0357  0.398
H: 3.6607 -0.4099 2.6306  0.415
H: 2.1534 -0.6132 3.5398  0.396
H: 4.0126 0.2353 0.2852  0.403
H: 2.8326 0.3904 -1.0062  0.366
H: 2.9382 1.6233 0.2630  0.412
H: 3.0629 -2.3367 1.0890  0.390
H: 1.4125 -2.5568 1.6390  0.402
H: 1.7664 -2.4016 -0.0868  0.345